Entry 1:
{"formula": "C16H40AlB2O8S4", "method": "wB97M-V/def2-TZVPD", "fmax_ev_per_a": 5.8, "total_energy_ev": -84877.981, "gap_ev": [3.03, 3.77], "charge": 2, "spin_multiplicity": 2, "symbols": ["C", "H", "H", "C", "H", "H", "H", "H", "H", "C", "C", "C", "H", "H", "O", "H", "H", "B", "H", "O", "C", "H", "H", "H", "S", "C", "C", "O", "C", "H", "C", "H", "H", "O", "S", "H", "H", "C", "Al", "H", "O", "H", "H", "H", "C", "H", "H", "H", "O", "H", "H", "H", "H", "H", "H", "H", "H", "H", "C", "H", "H", "H", "B", "C", "H", "O", "C", "O", "C", "S", "S"], "xyz": [[-1.121719, 5.841802, 0.764445], [0.841891, -5.952888, -0.768315], [4.999671, 0.370292, 0.064585], [4.615471, -1.730558, -2.334555], [-0.562549, -3.393358, -3.310335], [-1.210639, -1.605628, 1.461005], [-0.212959, 0.037702, 0.185955], [0.634711, 0.075472, -5.016775], [0.586881, 0.539732, -3.321225], [-3.055089, -1.481538, 4.111365], [-0.627669, -4.170298, -2.548605], [0.648551, -3.732018, -0.161735], [2.575521, -1.666038, -1.665235], [-4.378539, -1.388878, 2.535385], [6.392401, 0.184782, -3.279975], [-0.831739, 0.758602, -4.305815], [2.917801, 0.641602, -0.474055], [0.502661, 0.842322, 0.117275], [-4.419009, 5.605252, 1.619385], [6.980291, -1.076618, -1.140115], [-2.677969, 5.465772, 2.806935], [-3.793409, -2.165308, 4.530225], [5.301111, 1.659702, -1.042195], [-1.183539, -2.620628, 4.031965], [6.034391, -0.525368, -2.014295], [3.546161, -1.266928, -1.370875], [-3.557409, 4.943802, 1.710075], [-3.181749, 5.604662, -1.013535], [1.204631, -4.944848, -0.969255], [-0.710019, 4.718172, 2.544185], [-1.890749, -2.123808, 3.367795], [-1.419139, -4.836828, -2.891255], [0.904481, 0.810382, -0.883605], [-1.214389, -1.987098, -0.973875], [-2.642929, 0.200342, 1.982885], [0.937221, -5.657848, -3.050075], [-3.014239, 6.426842, 3.195975], [-3.891109, -0.625708, 3.142095], [-1.683719, 1.218432, -1.879165], [4.230741, -1.527948, -3.334075], [-2.945749, 0.056482, 0.539055], [-0.665119, 6.453622, 2.728295], [3.113591, 0.739532, -2.131945], [-2.734759, 4.801572, 3.669325], [-1.230259, 5.638032, 2.277145], [-2.305549, -2.948718, 2.788515], [-0.302589, 5.437642, 0.169655], [-4.686739, 0.012352, 3.526735], [-1.987199, -4.235478, -0.227755], [1.366121, 0.836422, 0.764295], [-0.328249, -0.862118, -3.832575], [-0.015909, 1.788212, 0.092325], [2.280641, -4.929568, -0.795845], [-0.412159, -0.636148, 2.785405], [3.775181, -1.840238, -0.472565], [-2.695059, -0.985008, 5.012435], [1.436161, -3.983758, -3.014115], [-1.217729, 6.891062, 0.485285], [0.802151, -4.717288, -2.516045], [1.227501, -2.877858, -0.512915], [0.504751, -3.684728, 0.917695], [4.963421, -2.762978, -2.368415], [0.016921, 0.115032, -4.133025], [3.553191, 0.244822, -1.265845], [-4.129589, 4.023052, 1.823785], [-2.033959, 1.416922, 2.487505], [5.026831, 0.605642, -0.999355], [-2.064799, 3.562442, 0.043305], [-1.318019, -1.132218, 2.436945], [-0.971739, -3.408868, -0.880805], [-2.595589, 4.916582, 0.180925]], "forces_ev_per_angstrom": [[-1.97, 0.11, -0.07], [-0.22, 0.33, 0.78], [1.71, -0.73, 0.00], [-1.14, 0.23, -2.12], [-0.63, 0.45, 0.34], [0.54, 0.29, -0.09], [-1.95, -3.38, -0.22], [2.40, 1.15, -3.88], [3.42, 1.44, 3.49], [-0.39, 0.81, 1.16], [0.51, 0.85, -0.43], [-0.55, -0.22, -1.45], [-0.01, 0.06, -0.58], [-0.06, 0.33, -0.65], [-0.96, -1.12, 1.66], [-4.23, 2.79, -1.97], [0.50, -0.22, 0.48], [-2.15, -0.79, 4.72], [0.25, 0.53, -0.71], [1.34, -1.04, 0.75], [0.76, 0.47, 0.56], [0.20, -0.50, -0.20], [0.25, -0.18, -0.73], [0.14, 0.48, 0.15], [-0.30, 1.51, -1.44], [0.10, -0.97, 0.99], [-1.88, 0.65, -0.77], [0.79, -1.96, 2.82], [-0.15, 0.47, -0.87], [0.23, -0.01, -0.08], [-1.47, -1.26, 0.33], [0.02, -0.19, 0.73], [1.87, 0.32, -5.48], [0.23, 0.42, -0.13], [2.28, -2.20, 0.72], [-0.21, 0.06, 0.06], [-0.31, 0.01, -0.35], [0.31, -0.47, -0.68], [0.59, -0.48, 0.31], [0.60, 0.35, -0.33], [-0.16, 0.72, 1.12], [-0.35, -0.06, 0.40], [0.30, -0.33, -0.54], [0.45, -0.09, -0.10], [1.43, -0.75, 0.28], [-0.05, -0.08, -0.20], [0.10, -0.27, 0.57], [0.53, 0.35, 0.10], [1.26, 0.97, -0.41], [3.28, -0.32, 1.92], [-1.51, -3.36, 1.34], [-1.66, 4.37, -1.21], [0.05, -0.28, -0.32], [-0.28, 0.35, -0.17], [-0.15, 0.74, 0.76], [0.04, 0.66, -0.25], [0.26, 0.01, 0.22], [-0.31, -0.02, -0.02], [0.42, -0.21, 1.77], [0.08, 0.19, 0.36], [0.30, -0.56, -0.06], [0.40, 0.19, 0.68], [-0.82, -1.57, 2.47], [0.06, 0.15, -1.10], [0.97, -0.60, 0.15], [-1.03, 0.24, -0.33], [-2.30, 1.38, 1.29], [-0.29, -1.20, -0.70], [-0.31, 0.61, -1.65], [-1.44, -2.14, -0.70], [0.29, 2.53, -2.50]]}

Entry 2:
{"formula": "C6H7NO3", "method": "wB97M-V/def2-TZVPD", "fmax_ev_per_a": 5.4, "total_energy_ev": -13964.458, "gap_ev": 10.29, "e_above_lowest_kcal_mol": 80.78, "spin_multiplicity": 1, "symbols": ["C", "H", "C", "H", "O", "C", "O", "H", "H", "H", "H", "C", "C", "C", "H", "O", "N"], "xyz": [[1.621231, 0.910279, -0.413953], [2.374357, 1.551233, -0.874311], [1.940984, -0.490169, 0.046690], [-0.492730, -0.907446, -1.530294], [3.048118, -0.963007, 0.134256], [0.626231, -1.202687, 0.315220], [0.675181, 1.521060, 0.460376], [0.404347, -1.117477, 1.389463], [-3.006343, 0.482434, 0.968468], [0.705999, -2.266743, 0.067616], [-0.233029, 1.621182, -1.466362], [-1.807095, -0.459535, 0.070707], [-0.419218, -0.453922, -0.531710], [0.185549, 0.935740, -0.726900], [-2.924718, 0.002314, -1.464997], [-1.911269, -0.201690, 1.341997], [-2.823371, 0.182459, -0.471571]], "forces_ev_per_angstrom": [[0.20, -0.13, -0.19], [-0.21, -0.19, 0.13], [0.59, -0.17, 0.05], [0.19, 0.05, 0.10], [-0.51, 0.21, -0.07], [0.02, -0.22, 0.09], [-0.15, 0.04, 0.08], [-0.05, 0.04, -0.31], [1.97, -1.93, -0.07], [0.04, 0.25, 0.07], [0.04, -0.20, 0.24], [-0.65, 5.24, 1.20], [0.13, -1.91, -0.40], [-0.47, 0.28, -0.05], [-0.45, 0.49, -0.24], [-0.88, -0.11, 0.68], [0.18, -1.73, -1.32]]}

Entry 3:
{"formula": "C27H46BrNOP2SZn", "method": "wB97M-V/def2-TZVPD", "fmax_ev_per_a": 2.8, "total_energy_ev": -180137.622, "gap_ev": 4.22, "charge": 2, "e_above_lowest_kcal_mol": 45.00, "spin_multiplicity": 1, "symbols": ["H", "H", "H", "H", "C", "H", "H", "C", "H", "O", "H", "H", "C", "H", "N", "C", "C", "H", "H", "C", "H", "H", "C", "H", "C", "H", "H", "H", "H", "H", "H", "H", "H", "C", "C", "H", "H", "H", "Zn", "H", "H", "C", "H", "P", "C", "C", "S", "C", "Br", "H", "H", "P", "H", "C", "H", "C", "H", "C", "H", "C", "C", "H", "C", "C", "C", "H", "H", "H", "C", "C", "C", "C", "H", "H", "H", "C", "H", "H", "H", "H"], "xyz": [[-0.525512, -2.830547, 2.369421], [-1.321986, -5.164390, 0.536576], [-2.374540, -4.238011, 1.635962], [-2.471467, -2.798717, -1.090089], [-4.768465, 3.013628, -4.334519], [-4.289966, 2.230683, -4.907916], [1.003245, 0.035691, 6.438637], [-2.826316, -1.573779, 0.733095], [3.060481, -0.499026, -1.588135], [-0.666222, -1.053271, 3.409685], [0.923847, -4.060984, -3.287094], [2.698470, -2.019832, -0.734354], [-6.101511, 5.072428, -3.037753], [5.414337, 2.942577, 0.173088], [-6.390491, 4.809506, -4.301765], [-5.781061, 3.801207, -4.936022], [-5.136769, 4.345915, -2.336700], [-2.021086, -1.082481, -1.221385], [3.539688, 1.784234, 1.324791], [-0.335705, -3.462773, 1.486807], [1.226687, -3.992362, -0.950367], [4.984613, -2.939991, -1.070574], [0.140335, 1.994911, -2.306593], [2.581375, -0.016040, 2.409682], [-1.186455, 1.846279, -1.796461], [4.566933, -2.249521, -2.664934], [4.359269, -2.519895, 2.483276], [0.968737, -1.680955, 5.932832], [-0.130049, 2.005883, 3.408614], [6.035815, 1.409204, 0.776598], [5.638237, -1.356710, -1.542646], [0.202028, 1.932534, 5.175601], [-1.159030, -5.329329, 2.277030], [0.240906, -3.649207, -1.299710], [-1.357517, -4.601669, 1.473549], [-0.636173, -3.238383, -3.283100], [4.111942, -1.361695, 3.776482], [5.630614, 1.584294, -0.941895], [0.327179, -0.238591, -0.843256], [2.033464, -1.398728, 1.461214], [3.190644, 1.565418, -0.408209], [0.683164, 3.243774, -0.282246], [2.043371, 3.024971, -1.965027], [4.002549, -0.454169, 0.585654], [2.923322, -0.948058, 1.962451], [3.908993, 1.339205, 0.386548], [0.363820, -0.192031, 4.104903], [0.447248, -0.718646, 5.855243], [1.833910, 4.261901, 0.793865], [-1.414735, 1.401045, 4.541039], [-6.122347, 3.611941, -5.961570], [-0.277463, -2.378075, -0.054428], [-3.544834, -0.771681, 0.517812], [-4.463206, 3.260144, -2.968297], [-3.610684, 2.734551, -1.131523], [-1.403988, 1.988719, -0.398471], [0.216753, 1.728989, -3.374956], [-0.452133, 2.697869, 0.346397], [-2.157991, -1.220690, 1.542565], [1.057842, 2.797252, -1.571274], [0.334682, -3.275660, -2.786498], [-2.179727, 1.683657, -3.769375], [-0.336834, 1.469861, 4.334585], [-3.459470, 2.527537, -2.210354], [5.322476, 1.852402, 0.077011], [-6.641341, 5.877902, -2.551716], [0.681341, -3.877042, 1.612908], [0.829293, -2.303791, -2.949211], [4.747531, -1.997054, -1.602437], [3.602593, -1.893336, 2.961612], [-2.037629, -1.955016, -0.529217], [3.509340, -1.299503, -0.961081], [-2.355858, 1.646805, 0.003371], [-0.590366, -0.791410, 6.223998], [-4.902987, 4.647082, -1.320539], [-2.335636, 1.907601, -2.678233], [-3.406482, -2.422353, 1.132860], [2.873754, -2.570011, 3.427593], [-0.439845, -4.497355, -1.145317], [-0.646988, 2.845166, 1.401906]], "forces_ev_per_angstrom": [[0.25, 0.04, -0.45], [-0.18, -0.05, 0.19], [0.16, -0.04, -0.12], [0.11, 0.28, 0.24], [-0.91, 0.82, 0.54], [-0.03, -0.06, 0.09], [-0.21, -0.28, -0.35], [-0.30, 0.18, 0.44], [0.25, -0.37, -0.40], [0.20, 0.51, 0.16], [-0.17, 0.46, 0.06], [0.36, 0.07, -0.16], [0.83, -0.52, 0.08], [-0.20, -0.19, -0.10], [-0.37, -0.37, -0.47], [0.69, -0.22, 0.55], [0.16, -0.69, -0.34], [0.02, -0.53, 0.17], [0.07, -0.20, -0.31], [0.61, 0.66, 0.93], [-0.19, 0.06, -0.06], [-0.19, 0.58, -0.16], [-0.26, -0.13, 0.08], [-0.08, -0.17, 0.27], [-0.54, -0.23, 0.23], [0.06, 0.11, 0.49], [-0.10, 0.09, -0.07], [-0.24, 0.26, -0.23], [-0.10, 0.07, 0.14], [-0.10, 0.00, -0.13], [-0.36, -0.13, -0.02], [-0.24, -0.01, -0.38], [0.22, 0.47, -0.21], [0.55, 0.28, 0.08], [-0.30, -0.21, -0.58], [-0.02, 0.02, 0.15], [-0.15, 0.05, -0.33], [-0.03, -0.01, 0.24], [-0.10, 0.88, 0.08], [0.23, -0.05, 0.80], [0.05, 0.45, -0.03], [0.41, -1.10, -0.30], [-0.19, 0.09, -0.03], [2.43, -0.98, 1.08], [-1.00, -0.09, -0.81], [-0.29, 0.39, -0.11], [0.17, -0.20, 0.52], [-0.47, 0.38, -0.03], [0.00, 0.16, -0.26], [0.36, 0.02, -0.05], [0.32, 0.08, 0.42], [-1.28, -1.60, -0.82], [0.15, -0.25, 0.03], [-0.91, 0.55, -1.15], [0.56, -0.24, -0.69], [1.29, -0.02, 0.33], [0.59, 0.42, 0.61], [-0.82, -0.40, -0.56], [-0.35, -0.09, -0.28], [-0.56, -0.33, 0.74], [0.02, -0.10, 0.13], [-0.25, 0.50, 1.20], [0.00, -0.50, 0.42], [0.28, 0.63, 0.21], [0.06, 0.45, -0.18], [0.06, 0.02, -0.11], [-0.26, 0.33, -0.26], [0.07, -0.26, 0.04], [-0.45, -0.17, -0.35], [-0.21, -0.23, 0.25], [0.19, 0.04, 0.06], [-0.50, 0.13, -0.12], [0.35, 0.20, 0.23], [0.45, -0.07, -0.07], [-0.02, -0.25, 0.01], [-0.32, -0.42, -0.82], [0.33, 0.37, -0.22], [0.08, 0.18, -0.04], [0.09, 0.27, -0.06], [0.18, 0.22, -0.09]]}